Entry 1:
This record from OMol25 describes a single CH4IN4P molecule in a non-equilibrium geometry. The level of theory is ωB97M-V with the def2-TZVPD basis set.

The geometry in XYZ format:
```
11
Properties=species:S:1:pos:R:3:mulliken_charge:R:1
P -0.52 1.50 0.34 -0.09
C -0.84 -0.44 -0.66 -0.28
N -0.09 -1.59 -0.28 0.02
N -0.84 -2.43 0.47 -0.33
N -2.01 -2.09 0.53 -0.15
N -2.17 -0.93 -0.19 -0.09
I -3.74 0.30 -0.02 0.21
H 0.83 1.93 0.07 0.07
H 0.09 0.92 1.46 0.05
H -1.06 -0.38 -1.77 0.31
H 0.96 -1.74 -0.24 0.28
```

Computed properties:
Multiplicity ... 1
Gap between HOMO and LUMO ... 0.272 Ha
Highest occupied orbital energy ... -7.794 eV
SMILES ... P[C@H]1NN=NN1I
DFT total energy ... -24446.9719 eV


Entry 2:
This record from OMol25 describes 2 unconnected molecules or ions with the total composition CH4INO2 in a non-equilibrium geometry. The level of theory is ωB97M-V with the def2-TZVPD basis set.

The geometry in XYZ format:
```
9
Properties=species:S:1:pos:R:3:mulliken_charge:R:1
N 1.48 -0.78 0.00 -0.24
O 0.28 -1.22 0.22 -0.65
H 2.21 -1.44 0.33 0.30
H 1.69 -0.77 -1.20 0.31
H 1.58 0.22 0.23 0.31
O -1.51 2.33 0.03 -0.39
C -1.57 1.15 0.22 0.22
I -3.44 0.14 -0.26 -0.05
H -0.74 0.39 0.43 0.17
```

Computed properties:
Multiplicity ... 1
Gap between HOMO and LUMO ... 0.337 Ha
Highest occupied orbital energy ... -9.222 eV
SMILES ... [NH3+][O-].O=CI
DFT total energy ... -14783.7942 eV


Entry 3:
This record from OMol25 describes 2 unconnected molecules or ions with the total composition CH4INO2 in a non-equilibrium geometry. The level of theory is ωB97M-V with the def2-TZVPD basis set.

The geometry in XYZ format:
```
9
Properties=species:S:1:pos:R:3:mulliken_charge:R:1
N 0.51 0.43 0.12 -0.33
O 0.04 -0.85 -0.04 -0.57
H -0.20 0.99 0.78 0.26
H 1.52 0.66 0.42 0.31
H 0.49 0.93 -0.86 0.32
O -4.41 -1.84 0.33 -0.32
C -3.43 -1.45 -0.14 0.02
I -2.87 0.62 -0.14 -0.03
H -2.59 -2.02 -0.65 0.35
```

Computed properties:
Multiplicity ... 1
Gap between HOMO and LUMO ... 0.326 Ha
Highest occupied orbital energy ... -8.873 eV
SMILES ... [NH3+][O-].O=CI
DFT total energy ... -14783.9579 eV


Entry 4:
This record from OMol25 describes a molecular structure, CH4INO2 in a non-equilibrium geometry. The level of theory is ωB97M-V with the def2-TZVPD basis set.

The geometry in XYZ format:
```
9
Properties=species:S:1:pos:R:3:mulliken_charge:R:1
C 1.43 -0.82 0.19 -0.25
N -0.55 1.13 -0.18 -0.26
O 1.45 -2.04 -0.26 -0.41
O 0.33 0.28 -0.92 -0.23
I 3.25 0.22 -0.02 0.01
H 0.83 -0.43 1.14 0.32
H -0.57 2.03 -0.64 0.26
H -1.48 0.74 0.02 0.27
H 0.62 -2.22 -0.78 0.30
```

Computed properties:
Multiplicity ... 3
Gap between HOMO and LUMO (alpha / beta) ... 0.226 / 0.264 Ha
Highest occupied orbital energy (alpha / beta) ... -5.618 / -9.186 eV
<S²> ... 2.01
DFT total energy ... -14780.4994 eV


Entry 5:
This record from OMol25 describes a molecular structure, CH4INO2S in a non-equilibrium geometry. The level of theory is ωB97M-V with the def2-TZVPD basis set.

The geometry in XYZ format:
```
10
Properties=species:S:1:pos:R:3:mulliken_charge:R:1
C 2.80 0.24 -0.04 -0.78
N -2.42 0.03 0.42 -0.49
O -1.13 0.80 -1.43 -0.53
O -0.68 -1.44 -0.69 -0.52
S -1.78 -0.45 -1.09 0.74
I 0.98 -0.52 0.68 0.36
H 3.59 -0.42 -0.22 0.37
H 2.62 1.18 -0.42 0.35
H -2.82 0.94 0.28 0.25
H -3.03 -0.54 0.97 0.24
```

Computed properties:
Multiplicity ... 3
Gap between HOMO and LUMO (alpha / beta) ... 0.305 / 0.241 Ha
Highest occupied orbital energy (alpha / beta) ... -7.848 / -9.309 eV
<S²> ... 2.01
DFT total energy ... -25617.7851 eV


Entry 6:
This record from OMol25 describes 2 unconnected molecules or ions with the total composition CH4INOS in a non-equilibrium geometry. The level of theory is ωB97M-V with the def2-TZVPD basis set.

The geometry in XYZ format:
```
9
Properties=species:S:1:pos:R:3:mulliken_charge:R:1
C -0.28 -0.17 0.64 -0.74
N 0.27 0.31 -1.83 -0.51
O 0.46 3.24 0.55 -0.18
S 0.84 0.79 -0.49 0.29
I 3.22 -0.04 0.07 -0.08
H 0.01 0.16 1.58 0.32
H -1.17 0.34 0.39 0.28
H -0.02 -1.23 0.27 0.36
H 0.17 0.90 -2.61 0.25
```

Computed properties:
Multiplicity ... 1
Gap between HOMO and LUMO (alpha / beta) ... 0.238 / 0.257 Ha
Highest occupied orbital energy (alpha / beta) ... -9.279 / -9.162 eV
DFT total energy ... -23568.2872 eV


multiplicity of number 5 (CH4INO2S)?
3